109
Properties=species:S:1:pos:R:3:forces:R:3:lowdin_charge:R:1 method="wB97M-V/def2-TZVPD" homo_lumo_gap_ev=7.7 charge=+1 multiplicity=1 lumo_energy_ev=-3.0 max_force_ev_per_a=7.86
C -0.4625 -1.9416 -1.8688 -0.5 0.7 0.7 -0.1162
C -0.5806 -0.6443 -0.8897 -1.7 0.7 -1.2 -0.6101
Cl 0.8114 -0.4256 0.2376 -1.8 -0.1 -1.2 0.6928
C -1.6922 0.2603 -0.9391 2.4 -2.1 0.3 -0.5286
Cl -2.8907 -0.2326 -2.2678 1.0 1.3 1.8 0.6664
C -1.8853 1.5485 0.0389 -0.1 -1.2 -0.3 -0.4041
P -1.6955 1.0321 1.8996 0.8 -1.3 2.1 0.9837
C -2.5012 -0.7010 2.1682 0.4 -0.3 -0.1 -0.2352
O -2.5631 2.0558 2.9546 -0.1 -0.9 -1.0 -0.3392
C -0.6323 2.5195 -0.2745 -0.6 1.0 -1.3 -0.2535
P 0.3835 3.2056 1.1414 6.7 0.2 4.1 0.6401
O 1.3611 2.2398 1.8421 -2.6 1.8 -2.1 -0.3910
O 1.4149 4.3898 0.4096 -2.3 -2.0 0.8 -0.1873
O -0.4307 4.0440 2.3651 0.2 -0.5 -2.6 -0.1874
O -1.0075 3.6764 -1.1206 -1.5 -0.7 2.1 -0.1389
C -1.9713 4.5209 -0.4621 0.4 0.4 0.0 -0.2794
O -2.3444 5.5288 -1.4913 3.3 -2.1 -2.5 -0.1434
C -1.5375 5.2597 -2.6572 -1.9 -0.8 -3.6 -0.2398
N -1.2591 4.9525 -3.8007 -1.0 1.9 6.2 0.1675
C -3.2906 3.6907 0.0726 0.0 1.4 0.7 -0.3010
P -4.7215 4.6492 -0.8242 -1.8 1.6 0.4 0.6863
O -6.2470 4.2292 -0.1872 1.1 -0.4 -1.1 -0.4151
I -4.8544 3.9358 -3.2169 0.3 -0.3 0.8 0.5389
N -3.2347 2.2238 -0.2445 1.3 0.5 -2.4 -0.0642
C -4.4208 1.4020 0.1376 -3.3 -2.4 0.7 -0.2719
C -5.2441 1.7691 1.4354 -0.5 0.0 1.2 -0.0417
F -5.3806 1.4451 -0.9744 2.1 0.4 1.6 -0.1113
H -0.6317 -1.6686 -2.9739 0.4 -0.2 1.8 0.0685
H 0.5564 -2.4591 -1.7403 -1.7 0.7 -0.2 0.0504
H -1.3631 -2.6089 -1.5738 1.7 0.8 -0.4 0.0943
H -3.4328 -0.6350 2.8279 1.2 -0.1 -1.2 0.0519
H -2.6612 -1.2391 1.1685 -0.1 0.7 1.5 0.0461
H -1.6833 -1.2995 2.7343 -1.3 1.1 -0.9 0.0603
H -2.4445 1.7209 3.8824 0.1 0.1 -0.8 0.0532
H 0.1196 1.9539 -0.9562 -1.1 0.9 1.6 0.1560
H 2.3295 3.9980 0.3392 -0.6 0.0 0.1 0.0431
H 0.1888 4.3920 3.0460 -0.2 -0.5 -0.8 0.1064
H -1.5191 5.1877 0.3749 -0.7 -1.5 -1.1 0.1809
H -3.3295 3.9223 1.2097 -0.2 -0.8 -1.9 0.1496
H -6.9666 4.3468 -0.8639 1.1 -0.1 0.8 0.0640
H -3.2505 2.2428 -1.3015 -0.4 -0.3 0.6 0.1036
H -4.1744 0.2706 0.2096 0.2 2.2 -0.3 0.1393
H -6.3616 1.9229 1.1716 2.1 -0.2 0.1 0.0997
H -5.2409 0.8654 2.1578 0.2 1.6 -1.5 0.0783
H -4.9012 2.6676 2.0475 -0.3 -1.1 -1.2 0.0813
C -7.1170 -1.3509 0.8147 0.0 -0.2 0.0 -0.6680
O -6.2345 -0.8556 1.5068 0.0 -0.3 -0.1 -0.0069
N -7.1876 -2.6784 0.5627 0.3 -0.6 0.1 0.1631
N -8.0973 -0.6133 0.2427 -0.3 0.7 -0.1 0.1686
H -7.9017 -3.1038 -0.0008 0.1 0.1 0.1 0.1032
H -6.4752 -3.2621 0.9714 -0.2 0.1 -0.1 0.1121
H -8.0796 0.3803 0.4067 -0.1 -0.2 -0.1 0.1007
H -8.8282 -0.9999 -0.3268 0.1 0.0 0.1 0.1045
C 5.1703 3.6596 0.6952 0.3 0.5 0.5 -0.7071
O 4.2551 3.3712 -0.0694 -0.5 0.0 -0.2 -0.0037
N 5.3025 3.0970 1.9179 -0.4 -0.5 0.4 0.1740
N 6.1254 4.5629 0.3819 0.1 0.4 -0.5 0.1781
H 6.0438 3.3181 2.5582 0.0 0.0 -0.1 0.1079
H 4.6084 2.4171 2.1886 0.1 0.1 0.0 0.1133
H 6.0614 5.0044 -0.5218 0.1 -0.1 0.2 0.1179
H 6.8823 4.8114 0.9931 0.0 -0.1 -0.1 0.1078
C -2.5471 -0.2850 6.5917 -0.2 0.1 0.1 -0.6974
O -1.9646 0.4227 5.7788 0.0 0.2 -0.4 0.0039
N -2.9405 0.1681 7.8038 0.0 0.5 0.4 0.1670
N -2.8469 -1.5829 6.3468 0.1 -0.6 -0.5 0.1567
H -3.4185 -0.3957 8.4837 0.1 0.0 -0.1 0.1051
H -2.7350 1.1297 8.0236 -0.1 -0.2 0.0 0.1138
H -2.5698 -1.9579 5.4530 -0.1 0.0 0.2 0.1087
H -3.3233 -2.1802 6.9992 0.0 0.0 0.0 0.1127
C 0.8034 -3.5945 7.1299 -0.2 -0.4 -0.1 -0.7045
O 0.1012 -4.5668 6.8973 0.0 0.1 0.0 0.0175
N 2.1052 -3.7019 7.4904 0.7 -0.4 0.2 0.1485
N 0.3403 -2.3233 7.0472 -0.5 0.6 -0.1 0.1565
H 2.6984 -2.9159 7.6856 -0.1 -0.1 0.0 0.0947
H 2.4863 -4.6317 7.5628 -0.1 0.2 0.0 0.1097
H -0.6243 -2.2043 6.7815 0.2 0.0 0.1 0.0608
H 0.8990 -1.5102 7.2336 0.0 -0.1 0.0 0.0984
C 2.7931 -4.1106 -3.1732 0.0 -0.4 -0.1 -0.6816
O 1.8964 -3.9297 -2.3558 -0.1 0.2 0.2 -0.0123
N 3.4887 -3.0914 -3.7314 0.3 0.8 0.1 0.1631
N 3.1649 -5.3410 -3.5886 -0.1 -0.4 0.2 0.1698
H 4.2249 -3.2188 -4.4017 -0.1 -0.1 0.0 0.0964
H 3.2411 -2.1567 -3.4489 0.0 -0.2 -0.2 0.0959
H 2.6710 -6.1263 -3.1965 0.1 0.2 -0.1 0.1108
H 3.8981 -5.5095 -4.2587 0.0 -0.2 -0.1 0.0507
C 7.4171 0.4257 -0.6635 0.3 0.3 0.0 -0.7023
O 8.3198 1.2485 -0.6955 -0.1 0.0 0.0 0.0174
N 6.1309 0.7625 -0.4028 -0.5 0.4 0.2 0.1641
N 7.6236 -0.8958 -0.8861 0.4 -0.7 -0.2 0.1463
H 5.3747 0.1028 -0.3717 0.1 0.1 0.0 0.0986
H 5.9372 1.7369 -0.2319 -0.1 -0.4 -0.2 0.0571
H 8.5679 -1.1858 -1.0835 -0.2 0.1 0.0 0.1076
H 6.8960 -1.5872 -0.8644 0.1 0.1 0.0 0.0931
C 1.2380 0.4651 -4.9274 0.2 -0.4 -0.2 -0.7048
O 1.4474 -0.6606 -5.3529 0.0 0.1 0.1 0.0188
N 2.2240 1.3800 -4.7621 0.7 0.3 0.1 0.1557
N 0.0001 0.8983 -4.5826 -0.9 0.0 0.3 0.1561
H 2.0722 2.3099 -4.4141 0.0 -0.1 -0.1 0.0965
H 3.1591 1.0967 -5.0073 -0.2 0.1 0.0 0.1081
H -0.7610 0.2473 -4.6914 0.1 0.2 0.0 0.0888
H -0.1928 1.8195 -4.2308 0.0 0.0 -0.1 0.0851
C 4.9691 -6.3601 -6.9274 0.0 0.0 0.0 -0.6791
O 4.9502 -6.4662 -5.7077 0.0 0.1 0.1 0.0038
N 4.4083 -7.2783 -7.7479 -0.3 -0.6 0.0 0.1587
N 5.5528 -5.3153 -7.5610 0.3 0.7 0.1 0.1562
H 4.4128 -7.2103 -8.7495 0.0 0.0 0.1 0.1004
H 3.9637 -8.0714 -7.3138 0.1 0.1 -0.1 0.1128
H 5.9822 -4.6101 -6.9841 0.0 -0.2 -0.2 0.1072
H 5.5789 -5.2103 -8.5592 0.0 0.0 0.1 0.1002


45
Properties=species:S:1:pos:R:3:forces:R:3:lowdin_charge:R:1 method="wB97M-V/def2-TZVPD" homo_lumo_gap_ev=6.1 relative_energy_kcal_mol=6.31 charge=+2 multiplicity=1 lumo_energy_ev=-7.9 max_force_ev_per_a=0.72
Ru -0.0287 0.5576 0.7206 0.7 0.2 0.0 1.2908
C 0.4944 0.0081 5.3280 0.0 0.1 0.0 0.0096
N 0.3472 1.3680 4.7881 0.0 0.2 0.1 -0.1084
C 0.3104 2.4870 5.7438 0.0 -0.1 -0.1 0.0103
C 0.2738 1.5617 3.4825 0.1 -0.2 -0.1 -0.3445
N 0.2059 0.5414 2.6276 -0.3 -0.2 0.0 0.0272
N 0.3031 2.8536 3.0217 0.0 0.1 -0.1 0.1961
C 0.1175 3.3223 1.7367 -0.1 0.0 0.2 -0.4141
N 0.1901 4.6483 1.6015 0.0 0.0 -0.1 0.2237
N -0.1440 2.5163 0.7510 0.0 0.0 -0.2 0.0364
H 0.7153 0.0905 6.3863 0.0 0.0 0.0 0.1065
H 1.3318 -0.5047 4.8539 0.0 0.0 0.0 0.1093
H -0.4289 -0.5606 5.2085 0.0 0.0 0.0 0.1147
H -0.0075 2.0982 6.7055 0.0 0.0 0.0 0.1085
H -0.4327 3.2255 5.4446 0.0 0.0 0.0 0.1035
H 1.2962 2.9412 5.8579 0.0 0.0 0.0 0.1164
H 0.2030 -0.3616 3.0864 0.0 0.0 0.0 0.0881
H 0.4899 3.5578 3.7182 0.0 0.0 0.0 0.1409
H 0.4450 5.2564 2.3617 0.0 0.0 0.0 0.1374
H 0.1233 5.0741 0.6908 0.0 0.0 0.0 0.1434
H -0.2954 2.9907 -0.1328 0.0 0.0 0.0 0.1238
F 2.6812 2.3428 -0.5137 0.0 0.0 0.0 0.1138
C 2.7525 1.0156 -0.5639 0.1 -0.1 -0.1 -0.2069
C 1.6858 0.2157 -0.1973 -0.6 0.1 0.2 -0.1153
C 1.8307 -1.1577 -0.2284 -0.4 0.0 -0.1 -0.2010
F 0.6899 -1.7867 0.2026 0.3 -0.1 0.2 0.0554
C 2.9672 -1.8072 -0.6333 0.0 0.1 0.0 -0.1315
F 3.0782 -3.1173 -0.6595 0.0 0.0 0.0 0.1803
C 4.0294 -0.9811 -1.0217 0.0 -0.1 0.0 -0.0989
F 5.1497 -1.5279 -1.4264 0.0 0.0 0.0 0.1975
C 3.9277 0.4090 -0.9847 0.0 0.1 0.0 -0.1273
F 4.9614 1.1425 -1.3513 0.0 0.0 0.0 0.1714
O -2.3866 -1.1806 -0.3383 -0.1 0.0 -0.1 0.1901
B -1.9892 0.0334 0.0997 0.6 0.3 0.1 -0.5516
O -2.9546 0.9822 0.2398 -0.2 -0.2 -0.1 0.1610
C -4.1136 0.2904 -0.1645 0.0 0.1 0.0 -0.1707
C -5.4039 0.7585 -0.2341 0.0 -0.1 0.0 0.0278
C -6.3480 -0.1573 -0.6912 0.0 0.1 0.0 -0.0451
C -5.9998 -1.4570 -1.0525 0.1 -0.1 0.0 -0.0422
C -4.6875 -1.9150 -0.9776 0.0 0.1 0.0 0.0361
C -3.7684 -1.0008 -0.5214 0.0 -0.1 0.0 -0.1663
H -5.6694 1.7686 0.0415 0.0 0.0 0.0 0.1302
H -7.3799 0.1559 -0.7669 0.0 0.0 0.0 0.1188
H -6.7662 -2.1335 -1.4037 0.0 0.0 0.0 0.1197
H -4.4061 -2.9188 -1.2606 0.0 0.0 0.0 0.1348


12
Properties=species:S:1:pos:R:3:forces:R:3:lowdin_charge:R:1 method="wB97M-V/def2-TZVPD" homo_lumo_gap_ev=8.8 relative_energy_kcal_mol=150.47 smiles="N#C/C=C/OCC#N" multiplicity=1 lumo_energy_ev=-0.9 max_force_ev_per_a=14.48
N 1.6198 -2.7992 2.1985 -3.7 7.0 -11.9 0.0776
C 1.2428 -2.0634 1.0370 4.2 -6.6 12.2 -0.1383
C 0.8641 -0.8738 0.3506 -5.1 -4.2 -2.7 -0.1006
C -0.3113 -1.0687 -0.4570 1.8 0.5 -1.9 -0.0120
O -0.9799 0.0285 -1.0277 1.8 -7.6 -1.7 -0.0857
C -1.0086 1.1530 -0.4235 2.7 3.4 4.0 -0.2783
C 0.3074 2.0167 -0.3960 1.7 5.4 -1.7 -0.0931
N 1.0202 2.9942 -0.5473 -3.7 -5.9 1.1 0.1352
H 1.1556 0.0373 0.7116 0.8 2.2 0.8 0.0548
H -0.7107 -2.0240 -1.1262 1.5 2.3 2.7 0.2014
H -1.8039 1.5283 -0.8966 -2.4 3.6 -2.0 0.1017
H -1.3956 1.0712 0.5766 0.4 -0.1 1.1 0.1373


8
Properties=species:S:1:pos:R:3:forces:R:3:lowdin_charge:R:1 method="wB97M-V/def2-TZVPD" homo_lumo_gap_ev=6.3 relative_energy_kcal_mol=34.92 charge=-1 multiplicity=1 lumo_energy_ev=3.9 max_force_ev_per_a=3.70
C -2.1165 -1.7807 -2.0332 0.2 -0.2 -1.2 -0.4758
C -0.0880 0.4587 -0.3244 -0.2 2.1 3.0 -0.5635
O -2.4100 -2.0218 -0.9435 -0.1 0.1 1.2 0.1603
O -2.0347 -1.7970 -3.1986 0.3 0.4 0.2 0.1407
O -0.3166 0.0418 -1.5216 -1.1 -1.1 -1.9 -0.3250
H 0.4107 1.4408 -0.1971 1.1 0.5 -0.7 0.0166
H 0.4355 -0.1489 0.4077 0.9 -1.2 0.2 0.0145
H -0.8821 0.8255 0.4456 -1.1 -0.7 -0.9 0.0322


109
Properties=species:S:1:pos:R:3:forces:R:3:lowdin_spin:R:1 method="wB97M-V/def2-TZVPD" homo_lumo_gap_ev="7.3 / 2.1" charge=+1 multiplicity=2 s_squared=0.754 lumo_energy_ev="-2.4 / -7.7" max_force_ev_per_a=4.06
O -7.6238 -15.6766 -31.1185 1.2 0.4 -0.7 0.0000
C -7.1233 -14.9251 -31.9656 1.0 -2.5 0.5 0.0000
N -7.7357 -13.7802 -32.2349 -0.3 2.0 -0.1 0.0000
C -5.8238 -15.2862 -32.7698 -1.3 0.2 0.0 0.0000
H -7.2564 -13.0208 -32.6972 0.1 -0.3 -0.2 0.0000
H -8.3206 -13.4731 -31.4709 -0.3 0.0 -0.2 0.0000
H -6.0620 -15.9897 -33.5675 -0.3 -0.4 0.3 0.0000
H -5.0984 -15.7361 -32.0919 -0.1 0.2 -0.2 0.0000
H -5.4354 -14.4538 -33.3566 0.2 0.3 0.6 0.0000
O -10.8382 -17.2882 -32.1171 0.5 -1.1 -0.1 0.0000
C -11.0816 -16.2974 -31.4760 -1.1 -0.3 -1.9 0.0000
N -10.4100 -15.8718 -30.4066 -0.3 0.4 0.6 0.0000
C -12.3198 -15.4939 -31.8203 -0.6 -0.1 0.7 0.0000
H -10.4649 -14.8664 -30.4852 0.9 0.1 1.2 0.0000
H -9.5961 -16.4181 -30.1630 0.4 0.8 -0.2 0.0000
H -12.9914 -16.2662 -32.1954 -0.2 0.4 -0.1 0.0000
H -12.2990 -14.6516 -32.5118 0.6 -0.2 -0.2 0.0000
H -12.7015 -15.1116 -30.8737 -0.4 0.1 -0.1 0.0000
O -4.5362 -13.7452 -25.8346 -0.9 0.3 0.6 0.0000
C -5.5095 -12.9866 -25.9900 2.7 -1.9 0.2 0.0000
N -6.4536 -12.9052 -25.0377 -1.2 0.5 0.7 0.0000
C -5.4636 -12.2354 -27.2612 -0.5 1.9 -0.1 0.0000
H -7.3143 -12.3767 -25.0401 0.4 0.2 -0.7 0.0000
H -6.3597 -13.4108 -24.1685 0.6 -0.3 -0.4 0.0000
H -5.5484 -11.1659 -27.0689 -0.9 0.3 0.0 0.0000
H -6.2256 -12.5706 -27.9648 0.3 0.2 -0.1 0.0000
H -4.4485 -12.2064 -27.6573 -0.2 -0.9 -0.1 0.0000
C -6.9042 -16.2263 -27.9151 0.5 -0.8 -0.4 0.0000
Cl -7.1470 -17.3891 -26.5544 -0.3 0.8 -0.6 0.0000
Cl -5.1290 -16.0403 -28.0826 -0.6 0.4 0.1 0.0000
Cl -7.8458 -14.7207 -27.8327 0.5 -0.7 0.4 0.0000
H -7.1947 -16.7077 -28.8489 -0.2 0.0 0.3 0.0000
C -2.9838 -13.8492 -29.4203 0.6 0.4 0.4 0.0000
Cl -1.8329 -12.4194 -29.5936 -0.6 -1.6 -0.1 0.0000
Cl -2.3101 -15.5243 -29.8184 -0.2 1.7 0.3 0.0000
Cl -4.4353 -13.5492 -30.3258 -0.1 0.1 -0.5 0.0000
H -3.2869 -13.8134 -28.3739 0.4 -0.5 0.0 0.0000
C -17.1915 -18.8001 -20.5734 0.6 -0.2 0.6 0.0000
O -16.4472 -19.3382 -21.6438 -0.8 -0.2 -0.1 0.0000
C -15.0818 -19.0045 -21.5579 0.2 -1.3 -1.4 0.0000
C -14.3016 -20.2090 -22.2126 0.1 -1.2 1.2 0.0000
N -13.0193 -19.8794 -22.7150 1.0 1.3 -1.7 0.0000
C -13.1547 -19.3930 -24.0892 -0.6 0.6 -0.2 0.0000
C -12.0760 -18.3778 -24.4372 -1.2 0.5 2.6 0.0000
O -10.8738 -19.0563 -24.4535 -1.0 -1.6 -1.2 0.0000
C -9.6815 -18.3696 -24.4685 0.1 -1.0 -1.1 0.0000
H -17.2908 -17.7149 -20.5977 0.2 0.2 -0.1 0.0000
H -16.5985 -19.1108 -19.7132 -0.5 0.4 0.8 0.0000
H -18.2031 -19.1941 -20.4752 0.2 -0.4 -0.5 0.0000
H -14.7382 -18.8269 -20.5389 0.0 -0.2 0.2 0.0000
H -14.9611 -18.0732 -22.1114 0.6 0.1 -0.2 0.0000
H -14.8485 -20.7877 -22.9570 -0.9 0.7 -0.3 0.0000
H -14.0723 -21.0342 -21.5384 -0.6 0.3 1.0 0.0000
H -12.2809 -20.5637 -22.6333 -0.4 -0.2 0.2 0.0000
H -14.1612 -18.9760 -24.1232 0.1 1.0 0.1 0.0000
H -13.3441 -20.1195 -24.8794 0.9 -0.9 0.0 0.0000
H -12.0364 -17.7990 -23.5145 -0.2 0.6 0.3 0.0000
H -12.3696 -17.6164 -25.1598 0.6 -0.5 -1.1 0.0000
H -9.6141 -17.7758 -25.3800 -0.1 1.1 0.5 0.0000
H -9.0434 -19.2042 -24.7587 1.0 0.2 0.8 0.0000
H -9.5144 -17.9281 -23.4860 0.6 0.5 -0.3 0.0000
C -10.1744 -5.1131 -30.0003 0.0 -0.2 -1.5 0.0000
O -9.6822 -6.2449 -29.4147 1.7 -1.8 1.2 0.0000
C -8.4321 -6.0338 -28.7610 -0.9 -2.5 2.6 0.0000
C -8.5292 -7.0061 -27.4561 -0.3 0.5 0.5 0.0000
N -8.7226 -8.4647 -27.7046 0.6 1.0 -2.2 0.0000
C -8.9608 -9.3238 -26.5999 0.9 -0.3 1.4 0.0000
C -9.0759 -10.8428 -26.8870 0.8 2.5 1.4 0.0000
O -10.2948 -11.1222 -27.4300 -1.4 -0.6 -1.2 0.0000
C -10.2904 -12.3996 -28.0227 0.7 -0.4 -0.2 0.0000
H -9.3565 -4.7558 -30.6260 -0.3 1.0 -0.2 0.0000
H -10.5449 -4.4031 -29.2610 -0.1 0.3 -0.2 0.0000
H -10.9203 -5.5274 -30.6786 -0.5 0.8 0.1 0.0000
H -8.3285 -4.9780 -28.5108 0.0 -0.1 0.5 0.0000
H -7.5129 -6.3628 -29.2457 -0.3 0.0 -1.0 0.0000
H -9.3266 -6.6687 -26.7939 -0.8 0.4 -0.3 0.0000
H -7.7073 -6.8405 -26.7597 0.8 -0.3 -0.5 0.0000
H -9.4986 -8.5598 -28.3441 -0.1 0.1 -0.3 0.0000
H -9.7356 -8.9228 -25.9465 -0.7 -0.4 0.1 0.0000
H -8.0882 -9.3268 -25.9467 0.5 0.4 0.1 0.0000
H -8.9404 -11.2851 -25.9000 -0.4 -0.5 0.4 0.0000
H -8.1648 -11.1238 -27.4151 -0.2 -0.2 -0.9 0.0000
H -9.4835 -12.3906 -28.7555 0.3 -0.4 -0.2 0.0000
H -11.1738 -12.7310 -28.5686 -0.5 0.8 0.4 0.0000
H -10.0890 -13.1510 -27.2592 0.1 -0.2 0.1 0.0000
C -3.6943 -19.2562 -27.0565 0.8 1.3 0.0 0.0003
O -2.6548 -20.1995 -27.2813 0.5 -0.6 0.3 0.0054
C -1.2991 -19.7864 -27.3730 0.1 -1.0 -0.9 0.0004
C -0.4550 -20.9322 -26.7571 -0.3 1.7 -2.0 0.0667
N -0.4581 -22.2305 -27.5383 -2.4 1.1 3.1 0.6884
C -1.6554 -22.7945 -28.1485 0.8 -0.8 -2.2 0.1011
C -1.3731 -24.2267 -28.7270 0.1 -0.4 2.0 0.0080
O -1.1894 -25.1021 -27.5521 0.4 0.3 -1.7 0.0049
C -0.5381 -26.3551 -27.9389 -0.1 1.2 -0.9 0.0006
H -4.6623 -19.7540 -26.9992 0.3 -0.1 -0.1 0.0000
H -3.6813 -18.4796 -27.8214 -0.3 -0.3 -0.4 0.0001
H -3.4843 -18.6765 -26.1576 -0.2 -0.3 0.5 0.0001
H -0.9940 -18.8254 -26.9591 -0.5 0.0 0.7 -0.0004
H -1.0144 -19.6678 -28.4185 -0.1 -0.1 -0.4 0.0004
H -0.8562 -20.9868 -25.7451 0.0 -1.3 0.2 0.0321
H 0.5887 -20.6286 -26.6756 0.1 -0.1 0.0 0.0151
H -0.1626 -22.8775 -26.8212 1.2 -1.2 -0.4 0.0161
H -2.0537 -22.1516 -28.9334 0.1 0.2 0.1 0.0078
H -2.3922 -22.7740 -27.3455 -0.2 -0.2 0.4 0.0520
H -0.5102 -24.2227 -29.3930 0.6 0.2 0.4 0.0001
H -2.1389 -24.6179 -29.3969 -0.7 0.3 0.4 0.0001
H -1.1234 -26.8993 -28.6800 -0.7 -0.3 0.5 0.0002
H -0.2669 -26.9396 -27.0597 -0.2 0.2 -0.2 0.0000
H 0.3170 -26.0928 -28.5619 0.7 0.0 0.5 0.0003